Computed, not measured: C4H5FN2O2 in the gas phase in a non-equilibrium geometry, with ωB97M-V/def2-TZVPD.

```
! RIJCOSX wB97M-V def2-TZVPD def2/J DEFGRID3
* xyz 0 1
O 1.45 1.31 0.40
H 0.72 1.54 1.01
O -2.69 0.99 -0.17
F 0.74 -2.12 -0.88
C -1.60 0.51 -0.07
H 1.78 -1.27 0.46
N -1.39 -0.53 0.83
H 1.41 0.56 -1.55
C 0.75 -1.10 0.04
C -0.38 -1.25 0.97
H -0.58 1.81 -1.34
C 0.88 0.54 -0.60
N -0.50 0.93 -0.86
H -0.59 -1.94 1.76
*
```

Highest occupied orbital energy: -10.34 eV
LUMO energy: -0.29 eV
Relative energy (zero: lowest compared OMol25 entry of this formula, charge and spin): 30.10 kcal/mol


Computed, not measured: 2 unconnected molecules or ions with the total composition C3H12N2OS in a non-equilibrium geometry, with ωB97M-V/def2-TZVPD.

```
! RIJCOSX wB97M-V def2-TZVPD def2/J DEFGRID3
* xyz 0 1
H 0.26 0.07 1.90
H -1.27 1.92 0.33
C 0.69 0.37 0.95
O -0.44 -2.42 1.96
H 1.20 0.24 -1.75
H -2.42 0.60 -0.14
H -1.07 1.74 -3.26
H 1.64 -1.53 0.50
C -0.35 0.24 -0.16
S -0.99 0.58 -2.78
C 0.34 0.80 -1.52
H -0.74 -0.77 -0.50
H 1.32 1.38 1.12
H 0.58 1.92 -1.56
N 1.88 -0.57 0.30
H -1.03 -2.25 1.28
H -0.85 -2.94 2.63
N -1.56 0.99 0.18
H 2.82 -0.36 0.54
*
```

Highest occupied orbital energy: -8.56 eV
LUMO energy: 0.73 eV
Relative energy (zero: lowest compared OMol25 entry of this formula, charge and spin): 49.98 kcal/mol


Computed, not measured: C25H25ClN4O5 in the gas phase in a non-equilibrium geometry, with ωB97M-V/def2-TZVPD.

```
! RIJCOSX wB97M-V def2-TZVPD def2/J DEFGRID3
* xyz 0 1
H 3.34 1.52 1.78
C 2.29 -0.35 -2.17
Cl -1.29 4.84 -0.94
H 1.58 0.15 -2.82
H -0.53 -3.32 -1.05
O 3.13 1.78 -1.71
H -3.37 -1.27 -0.40
C -3.81 1.78 -0.54
H 1.55 -2.31 -2.57
C -0.41 -1.03 0.56
H -5.11 -0.17 0.72
H -1.50 -2.78 1.14
N 2.58 1.84 1.19
O 3.68 -0.01 2.63
C 1.70 -0.38 1.55
C -2.14 3.28 1.09
C -3.19 -0.72 1.59
C -1.41 -2.68 -1.03
H -4.80 0.45 2.36
C -0.46 0.22 -0.07
C -3.70 1.47 0.82
H 0.44 2.10 -0.37
H -1.48 3.87 1.72
C -4.36 0.24 1.39
C 1.63 0.90 0.96
N -2.59 -4.80 -1.16
H 3.34 3.74 1.01
C -2.67 -3.47 -1.34
H 4.90 0.37 -0.12
H -3.16 3.06 -2.13
N 2.80 -0.82 2.32
C 3.22 0.43 -1.49
H 1.89 3.43 0.04
C -1.54 -2.02 0.35
H 4.71 2.36 -0.50
O -2.60 -0.85 2.64
O -3.70 -2.92 -1.71
N -2.80 -1.32 0.44
H -1.29 0.46 -0.71
H -3.41 -5.36 -1.32
H -1.75 -5.24 -0.83
H -2.78 1.99 2.67
C 4.15 -0.19 -0.67
H 3.19 -3.41 -1.07
C 4.13 -1.57 -0.53
C -3.08 2.82 -1.08
H -4.45 1.19 -1.18
O 2.87 -2.00 2.62
C -2.24 3.56 -0.26
C 0.67 -1.32 1.35
C 2.83 3.00 0.39
H 3.85 3.62 -1.42
C 0.52 1.15 0.13
H -1.30 -1.90 -1.78
C 3.73 2.70 -0.84
C 3.20 -2.34 -1.20
H 0.76 -2.27 1.86
H 4.86 -2.05 0.12
C 2.28 -1.72 -2.03
C -2.87 2.24 1.62
*
```

Highest occupied orbital energy: -8.07 eV
LUMO energy: -0.26 eV
Relative energy (zero: lowest compared OMol25 entry of this formula, charge and spin): 94.36 kcal/mol


Computed, not measured: 3 unconnected molecules or ions with the total composition H6O3 in a non-equilibrium geometry, with ωB97M-V/def2-TZVPD.

```
! RIJCOSX wB97M-V def2-TZVPD def2/J DEFGRID3
* xyz 0 1
H 32.89 44.36 29.69
H 31.64 44.20 31.56
H 34.09 43.44 28.10
O 34.26 42.57 27.46
H 32.93 45.55 28.64
H 31.64 42.91 31.32
O 32.29 43.51 31.24
O 33.50 44.82 29.08
H 34.80 42.01 27.97
*
```

Highest occupied orbital energy: -10.32 eV
LUMO energy: 0.27 eV
Relative energy (zero: lowest compared OMol25 entry of this formula, charge and spin): 24.84 kcal/mol


Computed, not measured: a molecular structure, C17H50B2NO5S4Sn in a non-equilibrium geometry, with ωB97M-V/def2-TZVPD.

```
! RIJCOSX wB97M-V def2-TZVPD def2/J DEFGRID3
* xyz -1 1
H -15.38 -8.83 11.29
H -9.23 -8.17 10.98
C -12.87 -0.98 6.96
C -13.26 -3.10 5.25
C -7.30 -5.43 5.05
C -16.81 -6.44 9.08
H -10.67 -8.00 9.69
H -11.77 -9.38 4.38
H -13.31 -9.77 6.53
C -9.45 -3.83 4.35
H -6.56 -5.02 4.36
H -16.00 -6.27 6.22
N -14.00 -5.89 9.80
H -12.54 -8.38 10.01
H -17.27 -6.44 10.07
C -15.86 -6.31 5.14
S -8.95 -5.57 4.34
H -13.83 -9.23 9.16
Sn -11.18 -5.78 7.85
H -8.91 -7.65 9.21
H -13.84 -2.41 4.64
S -14.21 -7.06 4.96
H -10.47 -3.67 4.01
H -12.28 -0.41 7.67
H -8.87 -4.23 7.10
B -8.44 -4.62 8.11
H -8.37 -5.77 8.08
H -14.77 -2.71 8.95
O -12.75 -5.71 10.41
H -16.86 -4.26 8.91
C -10.87 -9.85 4.79
H -9.26 -3.29 5.27
C -15.37 -4.30 11.20
H -14.44 -7.20 2.71
H -9.86 -6.48 10.38
O -13.27 -6.37 5.90
C -13.41 -8.24 9.37
C -14.50 -7.28 9.84
S -10.93 -9.87 6.60
O -11.12 -8.46 7.05
C -14.95 -4.78 9.80
C -15.68 -7.49 8.87
O -9.88 -6.21 5.33
H -12.87 -3.96 4.71
H -9.98 -9.33 4.44
H -13.77 -1.35 7.46
H -15.93 -5.12 11.67
H -15.74 -5.09 7.87
H -6.94 -6.43 5.29
C -12.64 -10.60 6.74
B -9.66 -7.58 10.09
H -10.86 -10.85 4.36
H -12.79 -11.10 7.68
H -16.66 -6.83 4.61
C -13.91 -6.42 3.25
H -14.24 -5.39 3.11
H -13.25 -3.45 9.60
C -14.93 -7.84 11.23
H -15.95 -3.37 11.25
H -13.00 -7.91 8.41
H -16.18 -8.45 8.97
H -7.42 -4.10 8.26
C -14.21 -3.64 9.10
H -14.09 -7.81 11.91
O -11.36 -3.11 7.21
H -15.68 -7.12 11.59
H -9.19 -4.36 8.96
H -12.86 -6.48 2.98
S -11.85 -2.22 6.11
H -15.89 -5.27 4.80
C -16.16 -5.10 8.89
H -12.73 -11.31 5.92
H -13.89 -3.35 6.11
H -14.52 -4.20 11.88
H -15.22 -7.29 7.90
H -7.28 -4.81 5.95
H -17.60 -6.62 8.33
H -13.76 -3.96 8.15
H -8.80 -3.27 3.66
H -13.19 -0.29 6.17
*
```

Highest occupied orbital energy: -2.47 eV
LUMO energy: 1.58 eV


Computed, not measured: 2 unconnected molecules or ions with the total composition C2H11N2 in a non-equilibrium geometry, with ωB97M-V/def2-TZVPD.

```
! RIJCOSX wB97M-V def2-TZVPD def2/J DEFGRID3
* xyz 1 1
H 1.13 1.48 2.01
H -0.09 0.85 0.09
H 0.42 -1.61 -0.99
H -0.63 -1.08 1.37
H 0.95 -0.05 -1.64
H -1.58 -1.86 0.26
C -1.30 -0.83 0.60
N 1.44 1.46 0.91
N -0.69 0.06 -0.47
H -1.36 0.73 -0.97
H -0.39 -0.99 -2.42
H 1.96 0.59 0.88
C 0.09 -0.70 -1.55
H 2.32 2.16 0.98
H -2.25 -0.20 0.94
*
```

Highest occupied orbital energy: -15.76 eV
LUMO energy: -3.23 eV
Relative energy (zero: lowest compared OMol25 entry of this formula, charge and spin): 44.85 kcal/mol


Computed, not measured: 2 unconnected molecules or ions with the total composition C36H35BO6 in a non-equilibrium geometry, with ωB97M-V/def2-TZVPD.

```
! RIJCOSX wB97M-V def2-TZVPD def2/J DEFGRID3
* xyz 0 1
H 4.62 1.01 3.33
C 1.71 -2.62 1.99
C -2.74 2.04 -2.79
C -2.30 -0.28 1.48
H -3.66 -2.53 7.55
C 0.12 1.43 4.50
C 0.02 -3.36 3.28
O -3.07 0.59 3.39
H -0.61 0.59 -1.36
H 1.91 3.73 0.16
H 2.48 0.10 2.46
C 3.97 1.60 2.68
C 3.61 3.69 1.44
C -0.24 2.11 0.17
C -3.78 -2.87 5.39
C -0.04 0.07 4.48
H 0.63 0.25 0.84
H 3.32 -0.56 6.55
H 0.01 3.86 1.42
O -3.39 4.06 -1.61
H -1.84 5.18 0.30
C -0.56 3.44 0.59
H -0.64 -4.01 3.83
O -3.06 -2.37 4.32
H -5.31 -4.12 6.04
C 2.80 -2.33 1.09
C -3.86 3.07 -2.61
H -3.12 1.01 -2.76
C 2.46 3.15 0.91
C 1.97 1.87 1.31
B -1.05 -0.91 3.78
H 3.94 4.68 1.13
H -5.47 2.25 1.81
H 6.48 5.07 3.66
H -5.58 -3.42 4.43
C 2.80 1.10 2.18
O 0.97 -1.56 2.44
H 1.55 2.72 5.71
H -4.68 2.76 3.31
H 3.08 1.05 7.27
H -5.76 1.34 3.31
H -4.78 2.61 -2.21
C -0.08 -2.00 3.20
O 0.92 -0.49 5.30
H -0.46 2.14 3.90
C -1.82 2.34 -1.64
C 1.17 1.74 5.43
C -0.89 1.57 -0.97
C 2.57 0.15 6.93
H -3.91 0.69 0.20
C -1.55 4.18 -0.01
H -1.69 -0.84 0.78
H 1.52 -4.78 2.35
H 6.18 5.01 1.90
H -4.11 3.61 -3.53
C 4.35 2.94 2.40
O 5.40 3.46 3.09
C 0.75 1.34 0.84
H -1.61 -0.87 6.85
C -5.00 1.89 2.73
C 5.74 4.85 2.89
C -2.21 -1.47 6.18
H 3.23 -3.28 0.75
H -2.24 2.20 -3.75
C 1.16 -3.77 2.50
C -2.10 -0.22 2.83
H 3.59 -1.75 1.59
H 2.47 -1.77 0.21
H 4.86 5.50 3.01
C -2.22 3.59 -1.10
C -3.29 -2.33 6.55
C -2.08 -1.53 4.81
C -4.82 -3.84 5.09
H 2.08 -0.31 7.80
C -3.89 1.03 2.38
C -3.46 0.52 1.17
C 1.61 0.53 5.91
H -4.41 -4.76 4.65
*
```

Highest occupied orbital energy: -6.23 eV
LUMO energy: -2.40 eV
Relative energy (zero: lowest compared OMol25 entry of this formula, charge and spin): 0.00 kcal/mol


Computed, not measured: a molecular structure, C62H53CrFGeP4 in a non-equilibrium geometry, with ωB97M-V/def2-TZVPD.

```
! RIJCOSX wB97M-V def2-TZVPD def2/J DEFGRID3
* xyz 2 5
P 1.53 -1.17 -1.28
P 1.65 0.71 2.00
C 1.61 2.37 -1.53
H 4.23 -0.33 -0.33
H 1.71 -0.90 3.81
C 2.74 -1.86 -0.10
H 0.14 1.12 3.82
H 4.39 -1.26 -2.30
H 2.93 0.37 4.03
H -6.01 -4.00 0.64
C -1.78 2.84 -0.58
C 1.54 -0.27 -3.85
C -0.79 -4.48 -2.07
C 2.63 3.27 1.43
H 0.48 -0.15 -3.66
C -3.31 -0.65 -3.98
P -0.95 1.41 -1.38
H 0.61 -4.78 4.74
H 3.20 -0.96 2.88
C 4.84 -1.83 1.08
C 3.25 -3.56 1.53
C 0.86 -2.76 -1.90
H 5.70 4.64 1.16
C -3.66 1.78 4.71
C -1.04 3.94 -0.14
H -4.87 3.89 0.27
H 6.34 2.29 1.53
C 4.23 -0.68 -4.34
C -2.15 0.96 -2.66
C -2.81 0.64 2.76
C -0.15 -2.80 4.92
F -3.04 -3.04 -2.64
C 2.98 1.94 1.67
C 3.40 -0.26 -5.37
C -0.72 -1.71 4.27
C 3.73 -0.90 -3.07
C -3.16 2.82 -0.41
C 0.43 2.23 -2.26
H -1.12 5.86 0.78
C -3.80 3.90 0.17
C -3.52 1.68 -4.50
H -4.15 0.64 1.08
C 2.39 -3.01 0.60
C -0.92 -1.74 2.90
C 1.48 -4.95 -2.71
C 5.30 2.57 1.51
H -4.40 0.11 -5.65
C 2.05 -0.06 -5.12
H -3.67 -1.68 3.34
C -5.18 -3.34 0.84
H 2.22 -5.62 -3.10
C 4.94 3.89 1.29
C 1.82 -3.65 -2.38
H 1.40 3.84 -5.07
H 5.17 -3.43 2.46
C 0.37 2.76 -3.55
H 3.59 3.16 -1.46
C 0.57 1.77 3.05
H -2.51 3.02 -3.17
C -0.54 -2.89 2.19
C 3.96 -1.25 0.18
C -0.01 -3.99 2.84
H 5.80 -1.38 1.26
H 0.02 3.97 -0.31
C -3.07 4.99 0.60
C 3.60 4.24 1.26
H -5.91 1.89 2.21
C 2.38 -0.69 -2.82
H 1.44 -3.50 0.39
C -4.92 -2.90 2.13
H -0.73 -2.93 1.11
C -5.00 1.67 2.73
C 0.20 -3.93 4.21
P -1.71 -0.49 1.81
C -1.69 5.01 0.45
C 4.33 1.60 1.71
H 1.67 1.94 -0.54
H 3.46 4.13 -3.74
H 4.63 0.59 1.92
C -3.87 -2.04 2.34
H -1.03 -0.86 4.86
Cr 0.00 -0.09 0.19
H 0.22 -4.89 2.30
H -1.80 -4.81 -1.95
H -3.57 5.83 1.05
C 0.17 -5.37 -2.50
H 1.16 2.55 3.53
H -3.74 1.97 -0.77
H -1.73 0.93 4.61
H 0.00 -2.75 5.98
H -0.52 2.64 -4.15
H -3.58 -1.67 -4.20
C -2.70 1.99 -3.43
H 3.79 -0.12 -6.36
H 5.28 -0.85 -4.54
H -5.65 2.54 4.58
C -3.05 -1.63 1.29
Ge -2.07 -1.91 -1.63
C -0.47 -3.15 -1.81
C 4.48 -2.99 1.76
H -0.25 2.22 2.48
C -4.85 2.05 4.06
H 1.59 3.56 1.40
H 1.39 0.25 -5.92
H -0.11 -6.40 -2.70
C -2.64 1.11 4.06
C 2.69 3.05 -2.06
H 2.95 -4.45 2.07
H 2.84 -3.32 -2.50
H -4.57 -3.31 -1.19
C -4.00 0.98 2.09
C -3.26 -2.12 0.01
H 3.32 5.27 1.10
H -3.94 2.48 -5.10
C -4.36 -2.95 -0.20
H -5.54 -3.22 2.96
C -3.79 0.36 -4.80
C 1.46 3.43 -4.07
C 2.61 3.59 -3.33
C -2.49 -0.36 -2.90
C 2.45 -0.29 3.31
H -3.52 2.10 5.73
*
```

Highest occupied orbital energy (spin up / spin down): -13.41 / -13.44 eV
LUMO energy (spin up / spin down): -6.26 / -5.74 eV


Short version: electronic energy = -14020.186; -19166.574; -55050.308; -6239.176; -80683.139; -5225.001; -50857.159; -189953.409 eV, in the order given.